{"formula": "C4H39NO16", "method": "ωB97M-V with the def2-TZVPD basis set", "species": ["C", "C", "N", "C", "C", "O", "H", "H", "H", "H", "H", "H", "H", "H", "H", "H", "H", "O", "H", "H", "O", "H", "H", "O", "H", "H", "O", "H", "H", "O", "H", "H", "O", "H", "H", "O", "H", "H", "O", "H", "H", "O", "H", "H", "O", "H", "H", "O", "H", "H", "O", "H", "H", "O", "H", "H", "O", "H", "H", "O"], "positions_angstrom": [[-0.420, 1.022, 0.468], [-0.871, 0.713, -0.907], [-2.074, 0.089, -1.226], [-2.363, -0.140, -2.645], [-2.989, -0.451, -0.230], [-0.164, 1.060, -1.852], [-1.152, 0.595, 1.114], [0.529, 0.543, 0.814], [-0.197, 2.011, 0.749], [-3.369, -0.562, -2.752], [-1.603, -0.803, -3.100], [-2.396, 0.740, -3.283], [-3.870, 0.230, -0.094], [-3.031, -1.507, -0.345], [-2.598, -0.199, 0.841], [1.804, -1.071, -1.609], [1.227, -2.414, -1.229], [0.954, -1.507, -1.386], [1.188, -3.993, 0.511], [1.923, -4.947, -0.441], [1.825, -4.038, -0.249], [3.982, -0.624, 0.130], [4.129, -1.998, 0.708], [4.057, -1.086, 0.966], [-2.507, 2.718, -1.429], [-1.890, 4.118, -1.853], [-2.112, 3.559, -1.107], [1.481, 2.006, -1.514], [1.846, 1.899, -0.026], [2.233, 2.009, -0.900], [-2.253, -0.114, 3.030], [-1.669, -1.372, 3.668], [-2.139, -1.045, 2.899], [-2.219, 2.422, 2.686], [-0.957, 1.875, 3.343], [-1.933, 1.711, 3.334], [1.608, -2.048, 4.015], [1.086, -2.624, 2.785], [0.914, -1.835, 3.367], [-1.714, -1.885, 1.491], [-0.879, -1.937, 0.064], [-1.433, -2.434, 0.717], [-0.733, 4.836, 1.308], [-1.504, 3.780, 0.383], [-1.211, 4.013, 1.291], [-1.054, 2.107, -2.798], [-0.663, 3.090, -3.942], [-1.407, 2.783, -3.451], [3.034, -0.190, 2.118], [1.790, -0.521, 2.586], [2.311, 0.311, 2.501], [3.110, 0.703, -1.210], [4.726, 0.434, -1.316], [3.848, 0.093, -1.502], [2.929, 0.842, -3.696], [1.448, 0.432, -3.650], [2.032, 1.054, -4.074], [-0.561, -3.534, 1.555], [-0.204, -4.853, 2.396], [0.130, -4.066, 1.983]], "mulliken_charge": [-0.436, 0.621, 0.839, -0.970, -0.897, -0.536, -1.042, 0.071, 0.988, 0.405, 0.279, 0.317, 0.237, 0.719, -0.360, 0.234, 0.268, -0.366, 0.380, 0.257, -0.661, 0.435, 0.296, -0.726, 0.310, 0.316, -0.704, 0.365, 0.393, -0.762, 0.218, 0.282, -0.683, 0.314, 0.355, -0.726, 0.298, 0.352, -0.648, 0.493, 0.241, -0.787, 0.247, 0.459, -0.640, 0.372, 0.291, -0.795, 0.395, 0.278, -0.650, 0.481, 0.300, -0.835, 0.333, 0.293, -0.629, 0.587, 0.246, -0.711], "lumo_energy_ev": 0.18, "orbital_gap_ev": 9.946, "total_energy_ev": -39032.302, "de_lowest_kcal_mol": 55.7, "homo_energy_ev": -9.771, "charge": 0, "largest_force_ev_per_a": 4.172}